[1]
# C18H16N4O3S

One molecule with the formula C18H16N4O3S (ωB97M-V with the def2-TZVPD basis set, OMol25).

Calculated values
gap between HOMO and LUMO = 0.3360 Ha
total charge = 0
structure (SMILES) = Cc1ccc(C(=O)NN(CCC#N)C2=NS(=O)(=O)c3ccccc32)cc1

```
42
C18H16N4O3S ωB97M-V with the def2-TZVPD basis set
C 4.18 1.19 3.71
C 3.45 0.27 2.78
C 3.41 -1.10 3.01
C 2.75 -1.94 2.14
C 2.09 -1.42 1.02
C 2.15 -0.06 0.77
C 2.82 0.78 1.65
H 2.86 1.84 1.44
H 1.70 0.36 -0.11
C 1.38 -2.37 0.13
O 1.84 -3.42 -0.27
N 0.11 -2.00 -0.26
N -0.60 -0.99 0.36
C -0.93 0.16 -0.27
N -1.66 1.02 0.36
S -1.90 2.38 -0.56
O -1.23 3.50 0.04
O -3.29 2.52 -0.87
C -0.97 1.77 -1.98
C -0.73 2.36 -3.19
C 0.04 1.66 -4.11
C 0.54 0.40 -3.79
C 0.28 -0.19 -2.56
C -0.49 0.51 -1.64
H 0.69 -1.16 -2.34
H 1.13 -0.14 -4.51
H 0.25 2.09 -5.08
H -1.12 3.34 -3.41
C -1.16 -1.24 1.67
H -1.01 -0.35 2.28
H -0.62 -2.09 2.11
C -2.67 -1.54 1.59
C -2.90 -2.61 0.66
N -3.02 -3.46 -0.10
H -3.06 -1.81 2.57
H -3.18 -0.64 1.23
H -0.43 -2.71 -0.75
H 2.72 -3.01 2.31
H 3.90 -1.51 3.88
H 5.19 1.37 3.33
H 4.27 0.74 4.70
H 3.67 2.14 3.79
```

[2]
# C18H17Br2KN3O7

C18H17Br2KN3O7 as an isolated structure (ωB97M-V with the def2-TZVPD basis set, OMol25).

Calculated values
gap between HOMO and LUMO = 0.2629 Ha
total charge = -1

```
48
C18H17Br2KN3O7 ωB97M-V with the def2-TZVPD basis set
K 0.90 1.07 -0.07
O -3.04 2.20 -2.74
C -3.78 1.09 -2.78
C -5.06 1.17 -3.34
C -5.86 0.04 -3.40
C -5.41 -1.18 -2.90
C -4.15 -1.25 -2.35
C -3.32 -0.14 -2.27
C -1.96 -0.21 -1.65
O -1.28 0.85 -1.57
N -1.59 -1.43 -1.23
N -0.36 -1.40 -0.68
C 0.10 -2.51 -0.25
C 1.43 -2.57 0.36
C 2.00 -3.80 0.70
C 3.27 -3.83 1.24
C 3.97 -2.64 1.41
C 3.33 -1.46 1.05
N 2.10 -1.42 0.55
H -2.18 1.93 -2.30
H -5.39 2.12 -3.72
H -6.85 0.12 -3.84
H -6.04 -2.05 -2.95
H -3.77 -2.18 -1.95
H -0.47 -3.44 -0.37
H 1.44 -4.71 0.54
H 3.73 -4.77 1.51
H 4.97 -2.62 1.81
H 3.82 -0.50 1.15
O -0.74 -1.33 3.19
C -0.37 -0.12 2.71
O -1.06 0.53 1.97
C 0.99 0.29 3.23
O 1.42 1.40 2.51
C 2.74 1.83 2.85
C 3.39 2.65 1.70
O 4.11 3.58 2.07
O 3.16 2.25 0.53
H -1.58 -1.54 2.76
H 1.67 -0.56 3.12
H 0.90 0.50 4.31
H 3.38 0.96 3.04
H 2.71 2.44 3.75
Br 1.57 3.17 -3.09
C 1.92 4.19 -1.48
Br 0.30 4.50 -0.48
H 2.33 5.15 -1.77
H 2.60 3.62 -0.85
```

[3]
# C18H17Cl4NO3Ru

C18H17Cl4NO3Ru as an isolated structure (ωB97M-V with the def2-TZVPD basis set, OMol25).

Calculated values
gap between HOMO and LUMO = 0.2364 Ha
total charge = 0

```
44
C18H17Cl4NO3Ru ωB97M-V with the def2-TZVPD basis set
Ru -0.09 0.70 0.42
Cl 3.81 -0.70 5.73
C 3.27 -0.29 4.14
C 4.17 0.19 3.19
Cl 5.83 0.39 3.60
C 3.73 0.52 1.91
Cl 4.81 1.12 0.71
C 2.39 0.38 1.58
O 1.87 0.62 0.39
C 1.49 -0.11 2.54
O 0.23 -0.22 2.11
C 1.92 -0.44 3.81
Cl 0.76 -1.03 4.95
C -1.78 1.01 -3.07
C -1.50 2.45 -2.75
C -1.88 3.45 -3.64
C -1.63 4.79 -3.36
C -0.99 5.16 -2.19
C -0.60 4.21 -1.27
C 0.10 4.57 0.01
C -0.87 2.86 -1.56
N -0.48 1.90 -0.66
H -1.53 0.81 -4.11
H -2.84 0.79 -2.93
H -1.21 0.34 -2.43
H -2.37 3.17 -4.56
H -1.93 5.55 -4.07
H -0.79 6.21 -1.98
H 0.21 5.65 0.10
H 1.10 4.12 0.05
H -0.44 4.21 0.88
C -3.16 -1.11 2.44
C -2.82 0.27 3.00
C -2.82 1.11 1.74
O -2.18 0.27 0.74
C -2.45 -1.13 1.09
H -4.24 -1.20 2.31
H -2.83 -1.92 3.08
H -1.82 0.27 3.45
H -3.54 0.62 3.74
H -2.26 2.04 1.80
H -3.84 1.31 1.40
H -1.50 -1.65 1.14
H -3.06 -1.55 0.29
```

Number 1: energy -1538.438394 Eh. Number 2: energy -7135.210195 Eh. Number 3: energy -2912.187320 Eh.